Entry A
{
  "formula": "C9H11NO2",
  "method": "wB97M-V/def2-TZVPD",
  "lumo_ev": 0.328,
  "orbital_gap_ha": 0.32178,
  "symbols": ["N", "C", "C", "C", "C", "C", "C", "C", "C", "O", "C", "O", "H", "H", "H", "H", "H", "H", "H", "H", "H", "H", "H"],
  "positions_angstrom": [[2.74904, -0.45698, 1.29157], [2.91033, -0.12845, -0.04124], [1.49681, 0.30887, -0.75783], [0.74891, 1.62116, -0.35798], [-0.45542, 0.64982, -0.01045], [0.23192, -0.52653, -0.48352], [-0.52266, -1.72344, -0.42977], [-1.88369, -1.74352, -0.07373], [-2.50125, -0.48572, 0.00860], [-3.88605, -0.60886, 0.30079], [-1.85321, 0.72039, 0.04845], [-2.90067, 1.73108, 0.17517], [2.08944, 0.32962, 1.67316], [2.40198, -1.48044, 1.49052], [3.57991, 0.74180, 0.09680], [3.30005, -1.08614, -0.73340], [1.62496, 0.33474, -1.90812], [1.19703, 2.10566, 0.40687], [0.62772, 2.26535, -1.27682], [-0.12464, -2.69797, -0.97346], [-2.57758, -2.63931, -0.04437], [-3.94125, 0.27032, 0.96386], [-2.31169, 2.49853, 0.63491]]
}

Entry B
{
  "formula": "C9H11NO2",
  "method": "wB97M-V/def2-TZVPD",
  "lumo_ev": 0.694,
  "orbital_gap_ha": 0.25953,
  "symbols": ["C", "C", "O", "C", "N", "C", "C", "C", "C", "C", "C", "O", "H", "H", "H", "H", "H", "H", "H", "H", "H", "H", "H"],
  "positions_angstrom": [[-0.64002, 2.66618, -0.00949], [-0.14239, 1.29081, 0.33097], [1.03426, 1.30654, 1.00961], [-0.83491, 0.16706, 0.02235], [-2.14634, 0.22305, -0.46698], [-2.72668, -1.00946, -0.32511], [-1.82093, -1.91091, 0.10537], [-0.55047, -1.24457, 0.25672], [0.62678, -1.89778, 0.48954], [1.96266, -1.42785, 0.30546], [2.33161, -0.40783, -0.49437], [3.65007, -0.07467, -0.63092], [-0.79568, 2.77287, -1.08328], [0.10082, 3.38969, 0.31686], [-1.58025, 2.88393, 0.49728], [1.28220, 0.40531, 1.26305], [-2.66102, 1.08303, -0.52823], [-3.76194, -1.15076, -0.56828], [-1.97145, -2.96407, 0.23878], [0.53444, -2.93707, 0.77987], [2.74968, -1.98411, 0.79895], [1.62290, 0.11337, -1.12465], [3.73665, 0.70722, -1.18347]]
}

Which one is most stable, and which one is least stable? entry B is the most stable of them, while entry A is the least stable.

Entry A
{
  "formula": "C24H42N6",
  "method": "wB97M-V/def2-TZVPD",
  "lumo_ev": 0.622,
  "orbital_gap_ha": 0.43540,
  "symbols": ["C", "C", "C", "C", "N", "H", "H", "H", "H", "H", "H", "H", "C", "C", "C", "C", "N", "H", "H", "H", "H", "H", "H", "H", "C", "C", "C", "C", "N", "H", "H", "H", "H", "H", "H", "H", "C", "C", "C", "C", "N", "H", "H", "H", "H", "H", "H", "H", "C", "C", "C", "C", "N", "H", "H", "H", "H", "H", "H", "H", "C", "C", "C", "C", "N", "H", "H", "H", "H", "H", "H", "H"],
  "positions_angstrom": [[-14.22212, 7.07233, -9.51771], [-14.21767, 8.24502, -8.55067], [-15.45989, 9.02784, -8.40897], [-16.06720, 9.40255, -9.69354], [-16.56176, 9.69704, -10.73575], [-13.35012, 6.44406, -9.33598], [-14.14180, 7.29681, -10.58132], [-15.14321, 6.49075, -9.55557], [-13.40837, 8.90804, -8.85652], [-13.95316, 7.72922, -7.62759], [-15.18774, 9.94826, -7.89236], [-16.17843, 8.51104, -7.77279], [-23.50918, 11.67007, 4.03151], [-24.82871, 10.83347, 4.10334], [-24.44103, 9.31791, 3.99062], [-23.62719, 8.86858, 5.08310], [-22.99812, 8.54496, 5.96373], [-22.92701, 11.71836, 4.95174], [-23.70648, 12.74069, 3.97713], [-22.86825, 11.48110, 3.17035], [-25.45420, 11.12707, 3.26033], [-25.24952, 11.06254, 5.08240], [-23.82880, 9.18271, 3.09899], [-25.31081, 8.66684, 3.90297], [-20.10652, 2.36213, -13.51018], [-21.21632, 3.34840, -13.76325], [-21.10688, 4.71728, -13.00740], [-20.70324, 4.54029, -11.57947], [-20.48165, 4.38882, -10.44102], [-20.30417, 1.45331, -14.07858], [-20.13799, 2.25964, -12.42547], [-19.08010, 2.68374, -13.68660], [-22.15956, 2.90042, -13.45066], [-21.35269, 3.52328, -14.83044], [-22.12971, 5.09386, -13.01789], [-20.37267, 5.43373, -13.37583], [-31.53322, 5.73098, -8.04365], [-32.05979, 5.00416, -6.78655], [-31.66900, 5.66170, -5.45205], [-30.27682, 6.20620, -5.32939], [-29.23351, 6.67923, -5.18160], [-31.70833, 6.79905, -7.91447], [-32.01178, 5.50502, -8.99655], [-30.47158, 5.61020, -8.25917], [-31.67493, 3.98437, -6.78415], [-33.13898, 4.85608, -6.74735], [-31.82181, 5.10786, -4.52575], [-32.24366, 6.57998, -5.33118], [-12.76044, 16.20577, -0.87668], [-14.09645, 16.96834, -1.11567], [-15.23663, 15.97010, -1.25972], [-15.49048, 15.00331, -0.13414], [-15.67534, 14.25526, 0.69548], [-11.85310, 16.72207, -1.19017], [-12.85620, 15.32828, -1.51616], [-12.67418, 15.93130, 0.17467], [-14.11837, 17.58334, -2.01532], [-14.35410, 17.54963, -0.23035], [-15.18074, 15.28595, -2.10642], [-16.16876, 16.50956, -1.42772], [-21.01776, 5.32057, -0.61034], [-20.42708, 6.67998, -0.94479], [-21.02211, 7.26132, -2.16098], [-20.61387, 8.65427, -2.46891], [-20.28410, 9.80669, -2.64507], [-20.59778, 4.60828, -1.32050], [-22.10515, 5.39615, -0.61098], [-20.71222, 4.89220, 0.34424], [-19.35102, 6.64024, -1.11395], [-20.65849, 7.42275, -0.18135], [-22.10766, 7.18035, -2.10534], [-20.69096, 6.66865, -3.01373]]
}

Entry B
{
  "formula": "C24H42N6",
  "method": "wB97M-V/def2-TZVPD",
  "lumo_ev": 0.173,
  "orbital_gap_ha": 0.39611,
  "symbols": ["C", "C", "C", "C", "N", "H", "H", "H", "H", "H", "H", "H", "C", "C", "C", "C", "N", "H", "H", "H", "H", "H", "H", "H", "C", "C", "C", "C", "N", "H", "H", "H", "H", "H", "H", "H", "C", "C", "C", "C", "N", "H", "H", "H", "H", "H", "H", "H", "C", "C", "C", "C", "N", "H", "H", "H", "H", "H", "H", "H", "C", "C", "C", "C", "N", "H", "H", "H", "H", "H", "H", "H"],
  "positions_angstrom": [[9.49850, 7.74132, -14.15085], [8.34289, 6.83312, -13.64953], [7.40628, 7.44707, -12.65227], [6.31565, 8.17842, -13.28471], [5.49298, 8.79872, -13.77046], [10.06776, 8.01493, -13.26250], [9.05618, 8.61535, -14.62889], [10.08945, 7.24601, -14.92127], [8.69924, 5.85906, -13.31441], [7.78290, 6.42619, -14.49150], [7.96998, 8.11809, -12.00413], [6.94989, 6.62320, -12.10359], [8.71140, 5.68826, -9.57210], [8.86854, 5.17955, -8.16657], [7.73186, 4.17544, -7.86177], [6.41579, 4.69413, -8.27062], [5.38274, 5.15416, -8.65597], [9.47057, 6.39825, -9.90025], [7.84273, 6.29587, -9.82571], [8.75017, 4.86924, -10.29029], [8.68017, 5.85879, -7.33516], [9.81181, 4.66209, -7.99167], [7.62389, 3.73695, -6.86972], [7.97449, 3.29844, -8.46185], [11.17555, 1.14096, -5.90942], [9.93800, 0.71694, -5.05917], [9.17853, -0.47733, -5.68412], [8.50489, 0.01136, -6.81683], [7.94102, 0.52669, -7.72886], [10.96045, 1.14424, -6.97798], [12.05570, 0.53968, -5.68159], [11.56227, 2.14463, -5.73282], [9.26452, 1.57354, -5.08649], [10.27039, 0.51477, -4.04097], [8.55828, -0.82681, -4.85874], [9.84359, -1.29688, -5.95640], [7.68550, 0.06872, -13.83937], [7.33499, 0.75235, -12.54337], [7.94752, 2.15779, -12.44051], [7.99077, 2.90493, -13.69384], [8.04360, 3.55441, -14.68773], [7.28955, -0.93861, -13.96824], [8.73662, 0.14853, -14.11664], [7.29426, 0.67099, -14.65931], [7.49179, 0.11655, -11.67201], [6.24554, 0.77384, -12.51615], [8.92736, 1.86612, -12.06243], [7.50996, 2.74513, -11.63325], [1.44657, 6.50331, -12.71177], [2.48096, 5.66913, -11.89391], [3.41649, 6.72278, -11.28073], [2.82457, 7.31457, -10.01830], [2.32883, 7.78542, -9.03449], [1.91400, 7.40616, -13.10479], [0.62185, 6.79792, -12.06281], [0.88566, 5.97768, -13.48456], [2.94985, 4.94202, -12.55690], [1.97985, 5.13458, -11.08691], [3.83958, 7.52754, -11.88194], [4.33528, 6.27393, -10.90329], [10.23242, 11.24017, -10.85122], [11.41987, 10.86201, -9.81437], [11.58589, 9.29019, -9.68284], [12.88774, 9.06121, -8.98705], [13.92884, 8.97304, -8.55340], [10.07646, 12.29859, -11.05985], [9.25956, 10.96285, -10.44534], [10.36997, 10.82162, -11.84822], [11.27935, 11.34723, -8.84849], [12.34618, 11.25348, -10.23486], [11.68579, 8.78037, -10.64107], [10.66959, 8.91131, -9.23013]]
}

Which one is most stable, and which one is least stable? entry A is the most stable of them, while entry B is the least stable.

Entry A
{
  "formula": "C3H2O2S",
  "method": "wB97M-V/def2-TZVPD",
  "lumo_ev": 0.535,
  "orbital_gap_ha": 0.39701,
  "symbols": ["O", "C", "C", "C", "O", "S", "H", "H"],
  "positions_angstrom": [[-1.41797, -2.30374, -0.01302], [-1.37451, -1.12559, 0.03542], [-0.34805, -0.05081, 0.00011], [-1.36797, 1.11240, 0.00076], [-1.45126, 2.31273, 0.00570], [-2.79874, 0.01145, -0.00481], [0.21691, 0.06968, 0.92844], [0.08396, 0.00498, -1.01305]]
}

Entry B
{
  "formula": "C3H2O2S",
  "method": "wB97M-V/def2-TZVPD",
  "lumo_ev": 0.654,
  "orbital_gap_ha": 0.35229,
  "symbols": ["S", "C", "O", "C", "C", "O", "H", "H"],
  "positions_angstrom": [[-2.87883, 0.02362, -0.03366], [-1.26702, 0.01641, -0.10151], [-0.45663, -1.02576, -0.24502], [0.84494, -0.71195, -0.03137], [0.95348, 0.64604, -0.10546], [-0.35788, 1.09410, -0.13048], [1.56251, -1.60558, 0.51498], [1.59943, 1.56312, 0.13252]]
}

Which one is most stable, and which one is least stable? entry A is the most stable of them, while entry B is the least stable.

Entry A
{
  "formula": "CH6N3OS",
  "method": "wB97M-V/def2-TZVPD",
  "lumo_ev": -3.978,
  "orbital_gap_ha": 0.33598,
  "charge": 1,
  "symbols": ["N", "C", "N", "N", "O", "S", "H", "H", "H", "H", "H", "H"],
  "positions_angstrom": [[-0.03793, -1.67782, 0.13368], [-0.75908, -0.83288, -0.71698], [-0.03474, 0.28235, -0.93907], [0.10303, 1.10960, 0.20749], [-2.21944, -0.58512, -0.21606], [-2.05083, -1.38215, -1.73327], [-0.45747, -2.57610, 0.30937], [0.88645, -1.83481, -0.12483], [-0.38129, 0.89760, -1.79001], [0.23060, 2.14237, 0.13312], [0.76568, 0.60999, 0.77453], [-0.73561, 0.86930, 0.82494]]
}

Entry B
{
  "formula": "CH6N3OS",
  "method": "wB97M-V/def2-TZVPD",
  "lumo_ev": -3.686,
  "orbital_gap_ha": 0.37793,
  "charge": 1,
  "symbols": ["C", "N", "N", "N", "O", "S", "H", "H", "H", "H", "H", "H"],
  "positions_angstrom": [[-0.23443, -0.18166, -0.05080], [-0.62729, -1.43121, 0.00396], [1.02931, 0.20007, -0.03251], [1.27097, 1.56748, 0.06737], [-2.47347, -0.08573, 0.12449], [-1.32178, 1.11510, -0.07460], [-1.66037, -1.63142, 0.16546], [0.06831, -2.07222, 0.11409], [1.73956, -0.55896, -0.16874], [1.72057, 1.89820, 1.03788], [1.53808, 2.12429, -0.71893], [-3.39544, 0.17211, -0.00596]]
}

Which one is most stable, and which one is least stable? entry B is the most stable of them, while entry A is the least stable.

Entry A
{
  "formula": "C8H12NOS",
  "method": "wB97M-V/def2-TZVPD",
  "lumo_ev": -3.998,
  "orbital_gap_ha": 0.34709,
  "charge": 1,
  "symbols": ["C", "C", "C", "C", "C", "C", "C", "C", "N", "O", "S", "H", "H", "H", "H", "H", "H", "H", "H", "H", "H", "H", "H"],
  "positions_angstrom": [[0.45782, 2.08831, 0.64225], [-1.60150, 1.22358, -0.25994], [-0.61579, 0.24824, -0.01383], [3.90305, -0.22448, -0.64307], [2.75685, 0.32222, -0.41726], [-2.88710, 0.95629, -0.92926], [-1.17528, -2.14234, 0.40955], [1.67088, -0.07385, 0.63457], [0.61051, 0.81007, 0.43223], [-0.68618, -1.07349, -0.39973], [-1.00041, 2.73958, 0.20532], [1.30115, 2.76589, 1.05628], [4.53742, 0.18281, -1.39262], [4.15619, -1.06722, -0.04626], [2.33441, 1.14285, -1.02353], [-3.02666, 0.03814, -1.39780], [-3.58735, 1.30266, -0.09057], [-2.87138, 1.73724, -1.64280], [-0.95608, -2.09900, 1.44544], [-0.69462, -3.02027, -0.08175], [-2.22767, -2.23295, 0.18080], [1.30843, -1.12909, 0.57185], [2.27629, 0.00480, 1.65758]]
}

Entry B
{
  "formula": "C8H12NOS",
  "method": "wB97M-V/def2-TZVPD",
  "lumo_ev": -4.245,
  "orbital_gap_ha": 0.29304,
  "charge": 1,
  "symbols": ["C", "C", "C", "C", "C", "C", "C", "C", "N", "O", "S", "H", "H", "H", "H", "H", "H", "H", "H", "H", "H", "H", "H"],
  "positions_angstrom": [[0.44528, 0.32952, -2.23282], [1.14789, -0.69232, -2.72542], [0.15059, 0.23802, -0.80931], [0.46139, -1.17085, -0.38994], [-0.09501, -1.68695, 0.89471], [-0.34159, -0.62515, 1.90329], [-1.24804, 0.49188, 1.33196], [-0.58527, 1.15269, 0.08355], [0.25941, 2.27811, 0.54912], [0.99726, -3.18736, -2.08374], [1.56767, -1.93873, -1.56270], [0.05289, 1.19001, -2.85948], [1.40303, -0.62864, -3.77771], [-1.09826, -2.34406, 0.77964], [0.60054, -2.45722, 1.04303], [-0.73417, -1.15355, 2.75825], [0.65302, -0.33300, 2.24418], [-2.09886, 0.12074, 0.93576], [-1.58994, 1.18820, 2.12153], [-1.49748, 1.52388, -0.43528], [0.96337, 2.55287, -0.07845], [0.92136, 2.11848, 1.42865], [-0.33508, 3.03343, 0.88119]]
}

Which one is most stable, and which one is least stable? entry A is the most stable of them, while entry B is the least stable.

Entry A
{
  "formula": "C7H8NO2",
  "method": "wB97M-V/def2-TZVPD",
  "lumo_ev": 3.719,
  "orbital_gap_ha": 0.26741,
  "charge": -1,
  "symbols": ["C", "C", "C", "C", "C", "C", "C", "N", "O", "O", "H", "H", "H", "H", "H", "H", "H", "H"],
  "positions_angstrom": [[1.94240, -2.51332, -2.01540], [1.35240, -2.55774, -0.76579], [0.46433, -0.76975, -0.91902], [1.62684, -1.34727, -2.79431], [0.65859, 0.72714, 1.02162], [-1.52009, 0.59380, -0.39067], [-0.28659, -0.14872, 0.22340], [0.81219, -0.29204, -2.06960], [1.31883, -3.19054, 0.27591], [1.79730, -1.25077, -4.00020], [2.33463, -3.34005, -2.61267], [0.06420, 1.19158, 1.83074], [1.00805, 1.38391, 0.28420], [1.58567, 0.23573, 1.35162], [-1.72100, 1.47803, 0.17238], [-2.42290, 0.02771, -0.54769], [-1.27859, 0.78256, -1.43472], [-0.70566, -1.06459, 0.88754]]
}

Entry B
{
  "formula": "C7H8NO2",
  "method": "wB97M-V/def2-TZVPD",
  "lumo_ev": 3.816,
  "orbital_gap_ha": 0.22930,
  "charge": -1,
  "symbols": ["C", "C", "C", "C", "C", "C", "C", "N", "O", "O", "H", "H", "H", "H", "H", "H", "H", "H"],
  "positions_angstrom": [[-3.00296, -0.03867, 0.11682], [-2.59117, -1.30111, 0.13336], [-0.19527, -0.21057, -0.60906], [-2.11578, 1.09257, -0.23626], [2.06916, -0.13239, -1.21553], [1.49148, 0.30528, 1.26529], [1.07883, -0.44255, 0.02482], [-0.82248, 0.88025, -0.27308], [-2.18782, -2.37526, 0.44825], [-2.58367, 2.22341, -0.27503], [-4.12373, 0.00834, 0.33339], [3.15338, -0.31414, -1.13231], [1.88026, 0.91597, -1.65943], [1.84285, -0.71863, -2.04694], [0.85782, 0.03070, 2.11229], [1.33176, 1.39860, 1.16818], [2.63123, 0.18481, 1.65147], [1.28612, -1.50660, 0.19380]]
}

Entry C
{
  "formula": "C7H8NO2",
  "method": "wB97M-V/def2-TZVPD",
  "lumo_ev": 3.858,
  "orbital_gap_ha": 0.22516,
  "charge": -1,
  "symbols": ["C", "C", "C", "C", "C", "C", "C", "N", "O", "O", "H", "H", "H", "H", "H", "H", "H", "H"],
  "positions_angstrom": [[-0.99738, 0.05577, -0.22293], [-0.62844, -1.19059, 0.35575], [-2.29298, 0.46778, -0.52504], [1.10892, 0.63310, -0.13496], [0.65120, -1.46341, 0.73992], [-2.64503, 1.71987, -1.06662], [3.01897, -0.58319, 0.74448], [1.57845, -0.36384, 0.60443], [1.62813, 1.56454, -0.63632], [1.01539, -2.51421, 1.31312], [-2.91149, -0.32118, -0.16265], [-1.34841, -1.98454, 0.38056], [-1.91609, 2.11637, -1.80567], [-2.84312, 2.46320, -0.31303], [-3.54412, 1.54609, -1.53863], [3.69304, -0.63321, -0.20418], [3.40125, 0.18201, 1.41644], [3.03172, -1.69457, 1.05533]]
}

Which one is most stable, and which one is least stable? entry A is the most stable of them, while entry B is the least stable.